1.
# C40H36Cl5N2O3P2PbTe

A molecular structure, C40H36Cl5N2O3P2PbTe (ωB97M-V/def2-TZVPD, the OMol25 dataset).

Summary:
ΔE to the lowest compared entry with this formula, charge and spin, eV: 2.3300
Net charge: +1
HOMO, eV: -9.8262
Lowest unoccupied orbital energy, eV: -3.6602

XYZ file:
```
90
Properties=species:S:1:pos:R:3:forces:R:3
Pb 0.579 0.220 0.299 -0.203 0.207 -0.336
C -1.332 -0.685 3.156 0.107 0.209 -0.183
P -1.696 -1.593 1.591 -0.143 -0.319 -0.027
C -1.772 -3.342 2.132 0.010 0.049 0.186
C -1.491 -4.370 1.235 0.072 0.079 -0.350
C -1.543 -5.705 1.609 -0.038 0.030 0.055
C -1.870 -6.036 2.916 0.006 0.059 -0.001
C -2.158 -5.028 3.828 0.013 -0.008 -0.053
C -2.113 -3.696 3.439 0.009 -0.092 -0.021
C -3.451 -1.194 1.253 0.012 0.114 -0.027
C -4.422 -2.185 1.109 -0.027 0.045 0.016
C -5.742 -1.843 0.835 0.041 -0.014 -0.014
C -6.105 -0.512 0.696 -0.002 0.007 -0.010
C -5.141 0.481 0.817 0.051 -0.020 -0.010
C -3.820 0.147 1.083 -0.010 -0.037 0.010
C -1.176 0.797 2.940 -0.021 0.013 -0.111
C -1.561 1.801 3.787 -0.081 0.130 0.089
C -1.268 3.034 3.142 -0.028 -0.012 0.158
C -0.725 2.731 1.924 0.036 -0.192 -0.089
C -0.393 3.690 0.804 -0.014 -0.222 0.209
P 0.667 2.912 -0.454 0.374 0.145 -0.026
C 2.385 3.429 -0.248 0.062 -0.017 0.055
C 2.783 4.539 0.491 0.069 -0.006 -0.038
C 4.134 4.835 0.625 -0.046 -0.018 0.000
C 5.089 4.027 0.025 -0.004 0.001 -0.019
C 4.700 2.914 -0.710 -0.035 0.018 0.016
C 3.354 2.611 -0.838 0.021 0.022 0.012
C 0.119 3.529 -2.071 -0.119 -0.120 -0.056
C -1.250 3.527 -2.359 -0.022 0.022 -0.031
C -1.704 3.880 -3.621 0.036 -0.041 -0.010
C -0.793 4.214 -4.617 -0.009 -0.002 -0.007
C 0.566 4.211 -4.340 0.009 -0.024 0.039
C 1.026 3.864 -3.075 -0.060 0.021 -0.016
N -0.661 1.348 1.781 0.075 0.126 0.005
H -0.426 -1.138 3.571 0.023 -0.038 0.005
H -2.146 -0.841 3.861 -0.007 -0.004 0.123
H -1.234 -4.133 0.195 -0.065 -0.035 0.303
H -1.330 -6.483 0.887 0.019 0.014 0.013
H -1.897 -7.073 3.224 -0.020 0.029 -0.010
H -2.422 -5.278 4.847 0.017 0.003 -0.020
H -2.355 -2.935 4.168 0.009 0.022 -0.005
H -4.159 -3.228 1.229 -0.006 0.000 0.030
H -6.489 -2.621 0.743 0.020 0.010 0.003
H -7.136 -0.248 0.500 0.025 -0.005 -0.003
H -5.420 1.522 0.713 0.011 -0.022 0.012
H -3.080 0.933 1.189 -0.023 -0.021 0.014
H -2.011 1.673 4.761 0.010 -0.003 -0.053
H -1.453 4.026 3.529 -0.007 -0.051 -0.041
H 0.076 4.595 1.189 -0.028 0.041 0.043
H -1.303 4.003 0.291 -0.029 0.071 -0.017
H 2.053 5.179 0.970 0.008 -0.003 -0.012
H 4.439 5.695 1.206 -0.006 -0.011 -0.014
H 6.140 4.258 0.138 -0.022 -0.008 0.005
H 5.443 2.274 -1.168 -0.013 0.018 -0.005
H 3.056 1.736 -1.410 -0.002 0.011 0.020
H -1.973 3.267 -1.591 0.017 0.003 -0.026
H -2.767 3.902 -3.827 0.020 -0.017 0.010
H -1.145 4.478 -5.607 0.012 0.032 0.041
H 1.278 4.485 -5.108 -0.012 -0.030 0.009
H 2.089 3.857 -2.872 -0.017 0.021 0.002
N -1.442 -0.343 -2.788 0.179 0.439 0.101
C -0.498 0.122 -3.814 -0.158 -0.040 -0.014
C 0.912 -0.293 -3.471 0.016 -0.121 0.097
O 1.872 0.389 -3.626 0.127 0.054 -0.015
O 1.054 -1.594 -3.048 -0.040 0.171 0.057
H -2.373 -0.447 -3.174 0.031 -0.015 -0.026
H -1.530 0.367 -2.068 0.009 0.070 0.100
H -0.507 1.198 -3.971 -0.023 0.093 0.003
H -0.735 -0.368 -4.761 -0.011 0.029 -0.025
Cl 7.381 -2.752 1.817 -0.011 0.003 -0.013
C 5.908 -1.872 1.724 0.022 0.043 0.059
C 4.782 -2.441 1.152 -0.074 -0.051 -0.008
Cl 4.848 -4.043 0.519 -0.029 0.082 0.024
C 3.596 -1.714 1.096 -0.216 0.150 -0.084
Cl 2.170 -2.465 0.418 0.348 -0.206 0.372
C 3.472 -0.396 1.567 0.073 0.196 -0.055
O 2.398 0.355 1.507 -0.002 -0.388 0.082
C 4.638 0.144 2.156 -0.020 0.128 0.033
Cl 4.526 1.746 2.774 0.018 -0.071 -0.007
C 5.820 -0.573 2.238 0.046 -0.008 0.006
Cl 7.199 0.137 2.975 -0.007 0.004 -0.023
C -1.574 -3.228 -3.127 -0.238 -0.181 0.046
Te -0.123 -2.505 -1.789 -0.328 -0.287 -0.647
C 1.008 -4.242 -2.206 0.081 -0.031 0.154
H -1.095 -3.350 -4.097 -0.002 -0.014 -0.004
H -2.417 -2.546 -3.181 0.082 -0.183 0.022
H -1.900 -4.198 -2.748 0.011 -0.014 -0.083
H 0.331 -5.091 -2.263 0.014 -0.002 0.023
H 1.767 -4.402 -1.447 0.025 0.002 0.000
H 1.472 -4.053 -3.172 0.001 -0.033 -0.019
```
Positions in Å, forces in eV/Å.

2.
# C40H37AsCl3N2O4S3SiTl

A molecular structure, C40H37AsCl3N2O4S3SiTl at a distorted geometry (ωB97M-V/def2-TZVPD, the OMol25 dataset).

Summary:
Net charge: -2
HOMO, eV: -1.0546
Lowest unoccupied orbital energy, eV: 3.8405

XYZ file:
```
92
Properties=species:S:1:pos:R:3:forces:R:3
Tl 0.926 0.408 0.146 -0.949 -2.164 -2.019
S 0.967 -0.511 3.545 -6.592 -5.592 2.057
C -0.260 0.415 4.335 -0.054 0.098 0.270
C 0.051 1.216 5.456 0.032 -0.029 -0.076
C -0.927 1.911 6.144 -0.071 0.040 -0.017
C -2.258 1.845 5.745 0.009 -0.077 -0.038
C -2.582 1.076 4.630 -0.029 0.114 0.064
C -1.614 0.383 3.922 0.147 0.083 -0.109
As -2.001 -0.697 2.331 -0.016 0.075 -0.030
C -3.429 0.430 1.591 -0.080 0.079 0.002
C -4.579 -0.096 1.007 0.028 -0.072 0.004
C -5.510 0.729 0.390 0.004 0.035 -0.020
C -5.294 2.099 0.325 -0.003 -0.015 0.041
C -4.132 2.632 0.868 -0.040 0.012 -0.038
C -3.209 1.804 1.488 0.049 -0.043 0.038
C -3.092 -2.054 3.255 0.015 -0.124 -0.008
C -2.458 -3.276 3.475 0.033 0.069 -0.064
C -3.117 -4.319 4.111 -0.047 -0.019 0.038
C -4.432 -4.158 4.527 0.023 0.024 -0.001
C -5.067 -2.939 4.330 -0.017 -0.005 0.025
C -4.400 -1.895 3.704 0.019 0.051 0.032
H 1.085 1.262 5.777 -0.012 -0.012 0.027
H -0.656 2.513 7.006 0.043 -0.010 -0.013
H -3.029 2.379 6.288 0.001 0.001 -0.008
H -3.616 1.029 4.305 0.010 -0.002 -0.017
H -4.749 -1.166 1.026 -0.021 0.004 0.021
H -6.406 0.302 -0.047 0.017 -0.021 -0.012
H -6.020 2.744 -0.155 0.011 0.002 -0.009
H -3.942 3.696 0.803 0.036 -0.009 -0.009
H -2.298 2.229 1.896 -0.025 0.044 0.006
H -1.433 -3.396 3.140 -0.010 -0.063 0.001
H -2.609 -5.261 4.279 0.020 0.005 -0.034
H -4.959 -4.977 5.003 0.015 0.006 0.025
H -6.087 -2.800 4.673 -0.004 0.004 -0.022
H -4.906 -0.946 3.568 -0.016 -0.013 -0.032
O 0.262 3.543 0.139 -0.081 -0.007 -0.049
S 1.632 4.122 0.249 0.372 -0.024 0.118
C 2.562 3.605 -1.230 -0.331 0.154 0.059
C 1.854 4.148 -2.477 -0.012 -0.205 -0.141
C 1.057 3.084 -3.251 0.149 -0.132 0.241
C 1.932 2.116 -4.068 -0.143 -0.173 0.101
S 2.127 0.426 -3.341 0.240 0.502 -0.166
O 2.726 0.664 -1.994 0.030 -0.168 0.067
C 3.532 0.016 -4.394 -0.200 -0.198 -0.175
C 4.794 -0.101 -3.843 -0.009 0.050 0.199
C 5.854 -0.482 -4.654 -0.009 0.007 -0.052
C 5.649 -0.747 -6.001 -0.003 0.022 0.019
C 4.373 -0.640 -6.543 0.019 0.013 0.010
C 3.309 -0.269 -5.736 -0.019 0.019 -0.014
C 2.544 3.102 1.410 -0.182 0.246 0.098
C 3.840 3.456 1.769 -0.040 0.011 -0.081
C 4.542 2.646 2.649 0.128 -0.053 0.212
C 3.946 1.493 3.160 -0.115 0.554 -0.400
C 2.640 1.158 2.814 3.044 1.321 -1.002
C 1.933 1.978 1.946 0.331 0.925 1.047
H 2.596 2.517 -1.232 0.162 0.032 0.000
H 3.570 4.002 -1.095 0.000 -0.015 -0.004
H 2.581 4.604 -3.156 0.016 0.056 0.051
H 1.160 4.937 -2.171 0.006 0.037 -0.109
H 0.388 3.596 -3.946 -0.051 -0.031 0.016
H 0.426 2.524 -2.558 -0.089 0.029 -0.066
H 2.943 2.505 -4.206 0.015 -0.007 -0.041
H 1.486 1.918 -5.045 0.080 0.071 -0.054
H 4.923 0.075 -2.782 -0.018 -0.043 0.005
H 6.841 -0.592 -4.223 -0.005 -0.004 0.006
H 6.479 -1.053 -6.626 -0.005 -0.007 -0.002
H 4.204 -0.865 -7.589 0.000 0.000 0.002
H 2.305 -0.212 -6.141 0.008 -0.036 -0.010
H 4.291 4.357 1.366 0.013 -0.010 -0.010
H 5.556 2.910 2.934 -0.002 0.045 -0.038
H 4.509 0.851 3.831 0.000 -0.028 -0.040
H 2.129 0.180 3.232 3.530 3.428 -0.892
H 0.897 1.736 1.691 0.377 1.159 1.269
O -0.663 0.536 -2.212 0.088 0.015 -0.028
N -1.085 -0.547 -2.705 -0.088 -0.032 0.005
N -1.131 -1.532 -1.875 -0.018 0.018 0.116
O -0.782 -1.482 -0.621 0.041 0.026 -0.216
C -1.575 -2.782 -2.395 0.066 -0.001 -0.069
C -1.150 -3.936 -1.750 0.027 0.006 0.044
C -1.548 -5.173 -2.233 -0.045 0.044 -0.025
C -2.378 -5.261 -3.343 0.015 -0.043 0.001
C -2.804 -4.099 -3.975 0.010 -0.024 -0.008
C -2.407 -2.856 -3.508 0.026 -0.004 -0.011
H -0.496 -3.831 -0.897 -0.022 -0.004 0.012
H -1.201 -6.073 -1.741 0.008 0.006 0.007
H -2.687 -6.230 -3.717 -0.012 0.006 0.004
H -3.455 -4.164 -4.839 0.003 0.026 -0.003
H -2.718 -1.944 -3.994 -0.028 0.000 0.017
Cl 3.367 -4.101 0.677 -0.110 0.024 0.160
Si 2.882 -2.109 -0.106 0.216 -0.423 -0.253
Cl 4.968 -1.491 -0.373 0.118 0.113 -0.042
Cl 2.513 -2.845 -2.167 -0.025 0.235 0.038
```
Positions in Å, forces in eV/Å.